# C20H36O12S3

4 unconnected molecules or ions with the total composition C20H36O12S3 (ωB97M-V/def2-TZVPD, the Open Molecules 2025 dataset).

XYZ file:
```
71
Properties=species:S:1:pos:R:3:lowdin_charge:R:1
C -0.87860 2.59711 4.10802 -0.03
C -0.28739 3.02005 2.76717 -0.26
C -0.95931 3.80420 1.86445 -0.06
C -0.42947 4.14668 0.64525 -0.07
C 0.82636 3.67995 0.32467 -0.05
C 1.50621 2.90239 1.22977 -0.24
C 2.88914 2.34302 0.88458 -0.06
C 2.70184 0.94802 0.20312 -0.20
C 3.27816 -0.24841 1.01480 -0.11
O 2.34885 -1.28506 0.80218 0.02
C 1.12856 -0.60078 0.90565 -0.51
O 0.16360 -0.97651 1.50477 0.18
O 1.30059 0.53140 0.18416 0.05
C 0.98305 2.56022 2.45368 -0.01
H -0.43986 1.62586 4.35368 0.08
H -1.94551 2.42734 3.93169 0.08
H -0.68494 3.31328 4.90759 0.08
H -1.95633 4.14958 2.13071 0.11
H -0.96288 4.77332 -0.06060 0.11
H 1.29593 3.89407 -0.63169 0.12
H 3.46819 2.25243 1.80879 0.12
H 3.40489 3.01493 0.19452 0.12
H 2.93177 1.00698 -0.86438 0.15
H 4.29505 -0.37066 0.64319 0.14
H 3.17459 0.06400 2.06300 0.13
H 1.53914 1.92313 3.13521 0.13
O -4.57184 2.20327 6.40229 -0.28
S -5.97811 2.16513 6.13776 0.57
O -6.92402 1.92109 7.18080 -0.27
O -6.25109 1.15172 4.93832 -0.26
C -5.73688 -0.18810 5.05413 -0.25
C -6.58632 -1.04836 5.96930 -0.07
C -6.44134 3.63785 5.28940 -0.12
H -4.69630 -0.16701 5.38278 0.11
H -5.74857 -0.60341 4.04769 0.12
H -6.52025 -0.70837 7.00254 0.07
H -6.25314 -2.08592 5.93123 0.08
H -7.63577 -0.99984 5.67796 0.08
H -5.75123 3.80139 4.46606 0.07
H -6.38154 4.45753 6.00208 0.08
H -7.46093 3.52882 4.92871 0.07
O 2.83880 2.28172 -4.18751 -0.29
S 2.72033 1.79801 -5.53116 0.57
O 1.80226 2.38302 -6.45612 -0.27
O 2.48297 0.22632 -5.49244 -0.26
C 1.38854 -0.26456 -4.69567 -0.25
C 0.05692 -0.07661 -5.39633 -0.07
C 4.32045 1.76051 -6.26730 -0.12
H 1.38653 0.20689 -3.71106 0.11
H 1.56485 -1.32885 -4.54541 0.12
H -0.19766 0.97959 -5.48131 0.07
H -0.73749 -0.57378 -4.83941 0.08
H 0.09383 -0.48347 -6.40709 0.09
H 5.01053 1.27203 -5.58468 0.07
H 4.62489 2.79046 -6.44046 0.08
H 4.25928 1.22452 -7.21092 0.08
O 0.85285 -6.72701 -1.94197 -0.27
S 1.26203 -5.36753 -2.11668 0.57
O 0.52846 -4.47335 -2.95920 -0.28
O 2.80053 -5.34301 -2.54331 -0.26
C 3.19820 -6.13212 -3.67791 -0.26
C 2.82660 -5.47119 -4.99141 -0.07
C 1.45727 -4.60575 -0.54396 -0.12
H 2.77724 -7.13666 -3.60684 0.12
H 4.28081 -6.23076 -3.61248 0.12
H 1.74541 -5.44149 -5.12481 0.07
H 3.25699 -6.02167 -5.82861 0.08
H 3.18596 -4.44190 -5.01903 0.08
H 2.05098 -5.25441 0.09449 0.08
H 0.46363 -4.46934 -0.12210 0.08
H 1.94369 -3.64192 -0.67432 0.06
```

Values from the calculation:
Energy above the lowest of the compared OMol25 structures with the same formula, charge and spin in eV: 0.814
Total charge: 0

# C20H37Br2FN6O11P

4 unconnected molecules or ions with the total composition C20H37Br2FN6O11P (ωB97M-V/def2-TZVPD, the Open Molecules 2025 dataset).

XYZ file:
```
78
Properties=species:S:1:pos:R:3:lowdin_charge:R:1
C 0.17796 1.63389 0.88447 -0.12
C 0.95594 0.78321 -0.27986 -0.71
Br -0.21443 0.70243 -1.87737 0.72
C 2.46491 1.25147 -0.53121 -0.61
Br 3.49246 -0.42278 -1.02440 0.78
N 2.72626 2.31348 -1.50800 -0.13
C 1.86109 3.50649 -1.49755 -0.11
C 2.57110 4.69919 -0.62246 -0.58
N 1.64303 5.87626 -0.68519 0.06
N 2.84750 4.31182 0.78553 0.09
N 3.90677 5.08623 -1.22964 0.06
C 3.24033 1.89485 -2.80007 -0.34
N 2.48971 1.25434 -3.73977 0.20
N 4.62796 2.17637 -3.24565 -0.14
C 5.56081 2.34752 -2.09419 -0.12
C 6.91690 1.53603 -2.50221 -0.26
O 7.02687 0.91397 -3.59287 0.09
F 8.03114 1.45218 -1.61116 0.04
P 4.68438 3.54112 -4.37407 0.78
O 6.12629 4.06759 -4.59289 -0.39
H -0.50184 0.85448 1.41176 0.08
H -0.51450 2.41866 0.42455 0.08
H 0.88459 2.02851 1.69327 0.08
H 1.00639 -0.29570 0.14244 0.06
H 2.90817 1.56518 0.49342 0.12
H 1.82993 3.93317 -2.58082 0.13
H 0.77282 3.37548 -1.18315 0.11
H 2.22415 6.70320 -0.92784 0.09
H 1.04071 5.72927 -1.52670 0.07
H 2.05231 3.78342 1.16927 0.06
H 3.74371 3.81748 0.89635 0.08
H 4.37782 5.67172 -0.51808 0.10
H 3.75022 5.62145 -2.10249 0.06
H 1.55340 1.62410 -4.00689 0.12
H 2.93707 0.45061 -4.20464 0.15
H 5.21945 1.88914 -1.10766 0.11
H 5.87605 3.44358 -2.01382 0.12
H 3.78063 4.60349 -3.97526 0.02
H 4.16427 3.05402 -5.63702 0.04
C -0.44096 -5.43808 2.58438 -0.01
C -0.15755 -4.23553 1.71126 -0.33
C 0.79451 -3.25163 2.32335 -0.09
O 0.41180 -2.03205 1.69366 0.03
C -0.90826 -2.16098 1.37223 -0.53
O -1.60632 -1.25706 0.99588 0.12
O -1.33054 -3.44243 1.53573 0.09
H -1.26028 -6.02791 2.16562 0.08
H 0.44219 -6.07492 2.67428 0.10
H -0.75579 -5.13306 3.58656 0.10
H 0.17829 -4.56155 0.72037 0.17
H 1.83820 -3.48808 2.10809 0.15
H 0.66937 -3.13583 3.40409 0.15
C -4.29335 -3.81283 -3.26555 -0.02
C -4.75398 -4.24414 -1.89020 -0.34
C -4.77851 -3.13417 -0.88127 -0.11
O -4.60231 -3.83643 0.34348 0.06
C -3.90524 -4.97000 0.04397 -0.53
O -3.42120 -5.70356 0.85953 0.15
O -3.82903 -5.15619 -1.30429 0.09
H -4.13578 -4.68476 -3.90575 0.09
H -5.02816 -3.15702 -3.73814 0.09
H -3.33603 -3.28587 -3.21409 0.09
H -5.72421 -4.74855 -1.95992 0.16
H -5.72377 -2.58799 -0.88165 0.14
H -3.95384 -2.42291 -0.99276 0.14
C -5.09814 -2.10250 3.83769 -0.01
C -4.80697 -0.62293 3.70879 -0.34
C -3.38910 -0.25226 4.02830 -0.11
O -3.51771 1.09919 4.45344 0.06
C -4.77892 1.22700 4.96122 -0.53
O -5.16794 2.17780 5.57605 0.16
O -5.53435 0.12727 4.67742 0.09
H -6.17253 -2.28796 3.75862 0.09
H -4.58389 -2.67349 3.06059 0.08
H -4.78669 -2.48249 4.81497 0.09
H -5.10396 -0.26667 2.71574 0.16
H -2.73174 -0.32334 3.15924 0.12
H -2.95965 -0.83302 4.85094 0.14
```

Values from the calculation:
Total charge: +1

E_HOMO across the listed records, respectively: -0.3318 -0.4493 hartree.
LUMO level across the listed records, respectively: 0.32 -5.57 eV.
Energy across the listed records, respectively: -2881.071482 -7529.418127 a.u..